Entry 1:
Formula: C23H22ClN5O4S2
Source: OMol25
Level of theory: ωB97M-V/def2-TZVPD

Geometry as XYZ:
```
57
Properties=species:S:1:pos:R:3:forces:R:3:lowdin_charge:R:1
C -3.9313 -1.8861 -1.6302 0.279 -0.282 -0.897 -0.06
C -3.0147 -0.6649 -1.4818 -0.962 2.318 0.133 -0.12
C -2.0427 -0.2032 -2.3845 -9.019 -10.783 1.117 -0.02
C -1.3541 0.8129 -2.1269 3.864 4.965 -1.673 -0.44
N -0.3707 1.1462 -2.9309 0.119 4.614 5.460 0.20
N 0.0246 2.2893 -2.0607 2.283 0.509 -0.010 0.00
C -0.7187 2.4249 -0.8538 9.179 5.176 -6.172 -0.46
S -0.1627 3.8898 0.0910 -6.168 -1.319 2.197 1.03
C 1.3712 4.3277 -0.2899 3.901 -2.506 -8.686 -0.51
C 2.3233 3.1663 -0.1212 -0.394 8.575 15.363 -0.56
O 2.7281 3.1666 1.2290 -1.309 -1.174 -6.484 -0.14
N 2.5761 2.4009 -0.9962 1.747 -7.742 -7.233 0.12
C 3.0550 1.0628 -0.6425 -3.604 -0.264 -4.981 -0.19
C 2.3396 0.0645 -1.3531 2.331 -2.911 5.733 0.11
C 2.8628 -1.3425 -0.7751 -1.330 -0.128 -1.777 -0.22
S 1.6639 -2.6931 -0.9336 -0.769 -4.371 -2.627 0.80
O 2.3522 -4.0845 -0.9580 -1.685 5.103 0.999 -0.33
O 0.7144 -2.5185 -2.0397 1.315 0.856 1.113 -0.32
N 0.7372 -2.5222 0.4547 5.373 -3.191 -5.622 -0.31
C 1.3048 -3.1401 1.4976 -0.498 1.513 8.865 -0.19
C 1.6259 -1.8954 2.5570 4.342 -4.634 0.150 -0.28
O 0.6113 -1.1638 2.8681 -6.441 5.474 -1.183 -0.13
C -0.0671 -0.5189 1.7108 9.225 -6.381 -4.718 0.04
C -0.4000 -1.8813 0.5743 5.415 13.452 -5.806 -0.10
C 4.0212 -1.7411 -0.1681 -3.231 17.600 -2.996 0.09
C 4.8586 -0.2985 0.0394 0.776 -12.842 1.368 -0.06
C 4.2999 0.7838 -0.1312 -0.058 7.880 -0.124 -0.62
Cl 5.4509 2.1186 0.1054 -0.528 0.363 -0.033 0.73
N -1.6378 1.6244 -1.0752 -6.466 -4.293 3.286 0.07
C -2.6770 1.3324 -0.1505 1.515 3.467 2.921 -0.14
C -2.8311 2.0612 1.0498 -2.205 1.759 1.021 0.00
C -3.9282 1.9694 1.9632 0.301 -8.937 -10.893 0.00
C -4.7433 0.7294 1.6233 0.238 -2.547 1.687 0.04
C -4.3912 -0.3351 0.5066 2.133 11.103 5.776 0.03
C -3.3854 0.2444 -0.2685 -1.587 -7.706 -4.725 -0.17
H -3.5315 -2.4515 -2.5046 -0.348 -0.020 0.812 0.08
H -3.8333 -2.4840 -0.6729 -0.310 0.346 -1.323 0.10
H -5.0608 -1.6990 -1.8904 2.183 0.066 0.773 0.13
H -1.9074 -0.9440 -3.1455 0.796 0.424 -0.843 0.14
H 1.6462 5.2241 0.1125 0.592 1.970 1.758 0.06
H 1.5477 4.5447 -1.5738 -1.049 -0.119 3.205 0.18
H 1.9328 2.3843 -1.8707 0.747 0.326 1.512 0.16
H 1.2636 0.0651 -1.5675 0.776 0.340 -0.635 0.08
H 2.1484 -3.7345 1.6997 1.427 -0.780 -1.955 0.12
H 0.5679 -3.6701 2.0946 -0.707 -0.552 -0.220 0.13
H 1.8131 -2.1315 3.6388 1.239 -1.426 -1.077 0.15
H 2.6074 -1.5267 2.1239 -1.188 1.056 0.302 0.12
H -0.8789 0.0072 1.7338 -4.448 3.421 1.550 0.02
H 0.9455 -0.0993 1.0392 -3.179 -0.169 1.964 0.17
H -0.6912 -1.3292 -0.5289 0.615 -1.844 3.295 0.18
H -1.0780 -2.2962 0.9610 -9.956 -6.590 5.169 0.00
H 4.2940 -2.5817 -0.0423 3.761 -11.002 2.101 -0.01
H 5.8110 -0.4739 0.4569 0.982 0.343 0.093 0.09
H -2.3154 2.9396 1.3039 1.676 0.868 -0.283 0.05
H -4.0172 2.2313 2.8576 -0.558 3.338 7.162 0.01
H -5.4914 0.3391 2.5472 1.734 1.249 -2.930 0.14
H -5.0373 -1.0400 0.3289 -2.870 -3.960 -0.977 0.02
```
Forces are in eV/Å.

Relative energy (zero: lowest compared OMol25 entry of this formula, charge and spin) ... 2073.7 kJ/mol
Spin multiplicity ... 1
LUMO ... -0.73 eV
Orbital gap ... 7.27 eV
E_HOMO ... -8.00 eV
Maximum force ... 0.353 Eh/bohr
SMILES ... Cc1cc2nnc(SCC(=O)Nc3cc(S(=O)(=O)N4CCOCC4)ccc3Cl)n2c2ccccc12



Entry 2:
Formula: C23H22F6N2O4RuS2
Source: OMol25
Level of theory: ωB97M-V/def2-TZVPD

Geometry as XYZ:
```
60
Properties=species:S:1:pos:R:3:forces:R:3:lowdin_charge:R:1
Ru 0.2860 -0.2531 0.5712 -0.259 0.206 -0.298 1.50
C 2.0353 -1.9941 3.3317 0.029 -0.039 0.041 -0.02
C 2.1987 -1.5607 1.9069 0.111 0.015 -0.003 -0.30
C 2.7305 -0.2974 1.5856 0.127 -0.078 -0.115 -0.04
C 2.9920 0.0771 0.2562 -0.045 -0.089 -0.045 -0.29
C 3.6287 1.3903 -0.0796 -0.110 0.046 0.013 -0.02
C 2.6130 -0.8059 -0.7627 0.160 -0.010 0.134 -0.03
C 2.0704 -2.0683 -0.4760 0.182 0.040 -0.010 -0.29
C 1.7861 -3.0398 -1.5811 -0.063 -0.047 0.032 -0.02
C 1.8811 -2.4363 0.8616 0.075 0.130 -0.071 -0.04
H 1.1179 -2.5684 3.4612 0.020 0.007 0.029 0.08
H 2.0339 -1.1455 4.0125 -0.022 -0.032 -0.004 0.09
H 2.8633 -2.6471 3.6153 0.026 0.004 -0.053 0.11
H 3.0499 0.3580 2.3878 -0.152 0.057 0.023 0.14
H 2.8545 2.1091 -0.3615 0.032 0.023 0.012 0.08
H 4.3027 1.2862 -0.9283 0.025 -0.012 0.018 0.10
H 4.1814 1.7936 0.7666 0.007 0.000 -0.002 0.09
H 2.8052 -0.5318 -1.7937 -0.115 0.034 -0.018 0.14
H 2.6386 -3.7117 -1.7018 0.001 0.009 0.000 0.11
H 1.6360 -2.5291 -2.5311 0.012 -0.008 -0.001 0.07
H 0.9195 -3.6612 -1.3520 -0.004 0.005 -0.021 0.10
H 1.5076 -3.4255 1.0940 -0.138 0.055 0.012 0.14
N -0.6257 -0.7281 -1.6643 0.158 -0.136 1.012 0.09
C -0.2645 0.1328 -2.7336 0.078 0.415 -0.579 -0.25
C 0.1452 -0.3990 -3.9525 -0.106 -0.163 0.228 -0.03
C 0.4457 0.4310 -5.0183 0.011 0.135 -0.072 -0.06
C 0.3244 1.8056 -4.8792 0.013 -0.009 -0.030 -0.06
C -0.0722 2.3408 -3.6643 -0.004 -0.040 0.029 -0.01
C -0.3527 1.5198 -2.5772 0.020 -0.219 0.081 -0.14
C -0.6339 2.1164 -1.2493 0.013 0.130 -0.062 -0.21
C -1.6357 3.0602 -1.0510 0.138 -0.142 -0.041 0.00
C -1.8159 3.6372 0.2034 0.029 0.035 0.147 -0.04
C -0.9739 3.3241 1.2559 -0.092 0.166 -0.018 -0.06
C 0.0677 2.4163 1.0620 0.151 -0.161 -0.058 -0.14
C 0.1919 1.7843 -0.1740 -0.192 -0.339 0.298 -0.16
H -0.5682 -1.7032 -1.9321 -0.020 -0.063 -0.008 0.10
H -1.5691 -0.5785 -1.3078 -0.238 -0.004 -0.299 0.06
H 0.1881 -1.4765 -4.0730 -0.014 0.020 -0.039 0.11
H 0.7522 0.0083 -5.9654 0.008 -0.035 0.023 0.11
H 0.5494 2.4609 -5.7096 -0.011 -0.014 -0.002 0.11
H -0.1390 3.4141 -3.5378 0.006 -0.001 0.000 0.12
H -2.2919 3.3179 -1.8735 -0.004 0.025 0.007 0.13
H -2.6095 4.3574 0.3528 -0.016 -0.026 -0.009 0.12
H -1.0987 3.8024 2.2185 0.020 0.022 -0.017 0.12
H 0.7808 2.2532 1.8668 -0.015 -0.058 0.021 0.10
F -0.8783 -1.2176 4.9668 0.012 -0.033 -0.032 0.16
C -1.2778 -0.7312 3.8047 0.096 -0.184 0.123 -0.63
F -0.2021 -0.0869 3.2595 -0.227 0.061 -0.090 0.05
F -2.2359 0.1485 4.0089 0.066 -0.005 -0.104 0.17
S -1.8285 -2.1600 2.6770 0.071 0.571 0.438 0.62
O -0.8591 -2.1278 1.5787 0.393 -0.005 -0.162 -0.41
O -1.7941 -3.2939 3.5232 -0.346 -0.183 -0.047 -0.22
N -3.2543 -1.7133 2.1862 0.313 -0.222 -0.056 -0.26
S -3.1579 -0.7331 0.9497 -0.516 0.074 -0.410 0.64
O -3.1444 -1.3644 -0.3406 -0.131 -0.104 -0.033 -0.27
O -2.1308 0.2927 1.1199 0.298 0.188 -0.068 -0.37
C -4.7682 0.1703 1.0813 0.181 -0.055 0.193 -0.68
F -4.8898 0.9170 -0.0088 0.009 0.029 0.034 0.16
F -5.7711 -0.6830 1.1577 0.063 0.061 0.008 0.18
F -4.7343 0.9466 2.1564 -0.118 -0.049 -0.083 0.16
```
Forces are in eV/Å.

Relative energy (zero: lowest compared OMol25 entry of this formula, charge and spin) ... 115.1 kJ/mol
Spin multiplicity ... 6
LUMO (alpha / beta) ... -2.83 / -5.41 eV
Charge ... +1
Orbital gap (alpha / beta) ... 8.62 / 6.28 eV
E_HOMO (alpha / beta) ... -11.46 / -11.69 eV
Maximum force ... 0.020 Eh/bohr



Entry 3:
Formula: C23H22IrN6O8S2
Source: OMol25
Level of theory: ωB97M-V/def2-TZVPD

Geometry as XYZ:
```
62
Properties=species:S:1:pos:R:3:forces:R:3:lowdin_charge:R:1
Ir -0.9481 0.3593 -0.0926 0.332 -0.090 0.094 1.27
C 3.9487 3.1740 1.0690 -0.005 0.025 0.021 -0.05
C 3.8689 3.0513 -0.4431 -0.045 -0.015 -0.042 -0.16
N 3.1121 1.8583 -0.8865 0.128 -0.125 -0.036 -0.09
C 3.8834 0.7003 -1.3631 -0.005 0.051 -0.035 -0.22
C 4.3177 -0.2184 -0.2331 -0.011 -0.016 -0.006 -0.06
C 1.7993 1.8564 -0.8288 -0.085 0.058 0.036 -0.61
S 0.9250 0.4390 -1.3920 -0.051 -0.043 0.168 0.75
N 1.2003 3.0012 -0.4814 0.049 -0.022 0.047 0.15
C 0.0053 3.1478 -0.0164 0.007 0.087 -0.085 -0.35
O -0.7246 2.1589 0.4958 -0.182 -0.650 -0.308 -0.23
C -0.6129 4.4656 0.0525 0.047 0.054 -0.019 -0.15
C 0.1327 5.5940 -0.3072 -0.030 0.003 -0.013 0.00
C -0.4502 6.8447 -0.2631 0.016 -0.012 -0.003 -0.05
C -1.7771 6.9757 0.1307 -0.017 0.003 0.004 -0.04
C -2.5222 5.8585 0.4863 -0.017 0.002 0.004 -0.04
C -1.9446 4.6030 0.4542 -0.002 -0.003 0.030 0.00
H 4.4949 4.0810 1.3254 0.008 -0.003 0.005 0.09
H 4.4704 2.3305 1.5190 -0.003 -0.005 -0.006 0.07
H 2.9541 3.2480 1.5079 0.009 0.004 -0.004 0.07
H 4.8582 2.9660 -0.8873 0.011 0.001 0.022 0.13
H 3.3785 3.9233 -0.8709 0.007 0.011 -0.015 0.12
H 4.7446 1.1000 -1.8957 0.018 -0.003 0.013 0.13
H 3.2871 0.1604 -2.0963 0.033 0.024 0.004 0.08
H 4.9705 0.2933 0.4718 -0.001 0.010 0.001 0.08
H 4.8709 -1.0631 -0.6439 0.001 -0.001 0.004 0.08
H 3.4480 -0.5945 0.3093 0.006 0.004 0.004 0.07
H 1.1624 5.4771 -0.6131 0.002 0.004 -0.003 0.11
H 0.1236 7.7201 -0.5341 0.002 -0.005 -0.003 0.12
H -2.2327 7.9565 0.1618 0.000 -0.003 0.002 0.12
H -3.5534 5.9703 0.7911 0.001 -0.002 0.002 0.12
H -2.5191 3.7319 0.7353 -0.003 -0.003 0.003 0.11
O -5.9600 -5.3447 1.0891 0.032 0.030 0.045 0.12
N -6.1061 -4.1485 1.1928 -0.094 -0.003 -0.133 -0.34
O -7.0637 -3.5715 1.6501 0.056 -0.014 0.039 0.13
C -5.0014 -3.3021 0.6842 0.004 0.011 0.039 -0.09
C -3.8849 -3.9165 0.1511 0.025 0.012 0.010 0.12
C -2.8773 -3.0993 -0.3266 -0.050 -0.004 0.093 -0.13
C -2.9713 -1.6992 -0.3498 0.052 -0.171 0.070 -0.25
O -2.0131 -1.0744 -1.0305 -0.184 0.240 -0.253 -0.33
C -4.0530 -1.1507 0.3459 -0.010 0.000 0.069 -0.04
C -5.0891 -1.9374 0.8310 0.000 0.016 0.033 0.12
N -4.0896 0.2646 0.6579 -0.004 0.036 -0.291 -0.28
O -3.0731 0.9475 0.4040 0.252 -0.103 0.537 -0.06
O -5.0649 0.7444 1.1404 -0.107 0.022 -0.036 0.21
N -1.6345 -3.6514 -0.7051 0.019 -0.124 -0.101 -0.28
O -0.1027 -1.7336 0.3629 -0.340 0.725 0.295 -0.57
O -1.3971 -4.8831 -0.6136 -0.054 0.047 -0.039 0.02
H -3.8006 -4.9938 0.1337 0.012 -0.008 -0.006 0.15
H -5.9389 -1.4915 1.3288 -0.007 0.007 0.004 0.15
S -0.2611 -2.5428 -0.9093 0.137 -0.155 -0.367 1.11
C 0.9259 -3.8602 -0.5543 0.022 0.153 0.046 -0.33
N 1.2054 -4.1000 0.7348 0.033 -0.056 0.110 0.13
C 2.0740 -5.0430 1.1190 0.003 0.007 -0.006 0.03
C 2.7296 -5.7931 0.1622 -0.017 0.021 0.002 0.03
C 2.4813 -5.5403 -1.1779 0.007 -0.013 0.021 0.04
C 1.5683 -4.5506 -1.5456 -0.043 -0.031 -0.051 0.01
H 0.7362 -3.5248 1.4333 0.031 0.010 -0.015 0.18
H 2.2225 -5.1639 2.1826 0.002 0.000 0.000 0.16
H 3.4293 -6.5547 0.4743 -0.004 -0.007 -0.008 0.14
H 2.9910 -6.1116 -1.9426 0.003 0.003 0.002 0.14
H 1.3470 -4.3439 -2.5840 0.005 0.007 0.000 0.14
```
Forces are in eV/Å.

Relative energy (zero: lowest compared OMol25 entry of this formula, charge and spin) ... 83.7 kJ/mol
Spin multiplicity ... 2
LUMO (alpha / beta) ... -7.67 / -7.61 eV
Charge ... +2
Orbital gap (alpha / beta) ... 6.20 / 6.28 eV
E_HOMO (alpha / beta) ... -13.87 / -13.89 eV
Maximum force ... 0.017 Eh/bohr



Entry 4:
Formula: C23H22N2O3S
Source: OMol25
Level of theory: ωB97M-V/def2-TZVPD

Geometry as XYZ:
```
51
Properties=species:S:1:pos:R:3:forces:R:3:lowdin_charge:R:1
O -1.2868 -0.6963 4.0455 -5.383 -2.871 5.752 0.14
C -0.6144 -0.2204 3.2520 1.995 -3.316 -4.548 -0.58
N -0.1362 0.9570 3.3459 6.101 2.840 -8.910 0.05
H 0.4607 1.3140 2.4173 -2.002 -1.631 2.979 0.24
C -0.5854 2.0246 4.0229 9.411 -4.174 9.519 -0.34
C -1.2375 3.0131 3.4869 -5.503 4.009 -3.283 -0.30
C -0.7345 4.3708 3.5186 -7.848 -0.890 -2.624 0.07
C -1.8440 5.2377 2.9912 7.008 1.237 2.243 -0.04
C -2.9883 4.8642 2.3518 4.030 4.138 2.137 -0.21
C -3.3139 3.6596 2.3437 -3.687 -12.051 -0.737 -0.06
C -2.4890 2.4473 3.0308 -1.356 7.931 -3.372 0.12
H -2.8720 1.4368 2.8635 0.640 0.354 0.622 0.11
H -4.3104 3.4534 1.7198 2.101 -0.229 1.674 0.14
H -3.5213 5.6468 2.0387 -2.434 2.542 -1.679 0.08
H -1.5473 6.3076 3.0159 -0.636 -0.562 -0.032 0.11
H 0.1302 4.5875 4.0729 0.937 0.623 0.297 0.08
H -0.9671 1.4978 4.8634 -1.476 0.374 1.351 0.14
H 0.5270 2.3643 4.6089 -2.814 -0.019 -1.304 0.20
C -0.1875 -1.2015 2.1428 9.110 4.418 -1.073 -0.05
C 1.3108 -1.1008 1.5281 -8.547 -4.543 -1.700 0.12
C 1.5210 -1.9413 0.3809 8.906 5.458 3.626 -0.13
C 0.8771 -2.9720 0.0031 -8.715 -3.075 -1.121 -0.28
C -0.5193 -3.0713 0.6009 4.562 -0.610 -2.626 -0.02
C -0.7681 -2.2157 1.5977 -9.638 -3.073 1.547 -0.13
H -2.1611 -2.4257 2.0411 4.214 0.790 -1.093 0.23
H -1.2479 -3.7290 0.1953 -0.216 -0.629 -0.039 0.09
S 1.1738 -3.6814 -1.5842 3.761 -12.428 6.808 0.93
O 0.1682 -5.0021 -1.4975 3.387 5.861 -1.589 -0.36
O 2.6870 -4.1419 -1.4565 -5.244 1.976 -1.112 -0.36
N 0.8909 -2.6745 -2.6962 -7.298 -10.317 -0.521 -0.19
C 1.4973 -1.6285 -2.7580 5.466 10.424 -1.496 -0.49
C 2.8404 -1.5880 -2.7191 7.770 0.481 2.327 -0.02
C 3.6875 -0.4088 -2.6664 -3.122 1.231 -2.387 -0.01
C 3.0682 0.8775 -3.1154 1.494 -1.229 1.798 -0.12
C 1.7258 0.8467 -3.3038 -2.868 -0.434 1.444 -0.04
C 0.9353 -0.4510 -2.9768 -2.218 8.437 -3.427 -0.01
C -0.6992 -0.3180 -3.5021 9.064 -1.531 -0.912 -0.09
C -0.6777 -1.6286 -3.9556 -7.572 -5.003 -5.788 -0.23
C -0.5691 -2.7745 -3.0207 3.072 10.476 3.427 -0.08
H -1.0639 -2.7276 -2.0910 -1.217 0.640 0.920 0.12
H -0.6904 -3.5945 -3.3685 -1.748 -10.021 -4.756 0.02
H -0.1044 -1.9348 -4.9430 -0.843 1.267 2.060 0.19
H -1.9229 -1.7196 -4.3643 3.007 -0.563 0.574 0.19
H -1.0484 -0.0434 -2.6734 -4.241 1.511 6.473 0.05
H -0.7804 0.3797 -4.2194 -0.056 2.468 -2.453 0.08
H 1.1527 1.8961 -3.4376 1.060 -2.883 0.028 0.14
H 3.6645 1.8544 -3.0767 -0.882 -1.651 -0.391 0.12
H 4.7599 -0.2416 -2.5656 -0.162 -1.385 0.330 0.09
H 3.3112 -2.5693 -2.3816 -0.219 1.543 -0.980 0.11
H 2.6587 -1.9645 -0.0100 -2.541 0.695 0.609 0.17
H 1.8403 -0.3705 1.9039 3.391 3.396 1.405 0.03
```
Forces are in eV/Å.

Relative energy (zero: lowest compared OMol25 entry of this formula, charge and spin) ... 1996.3 kJ/mol
Spin multiplicity ... 1
LUMO ... -0.53 eV
Orbital gap ... 8.47 eV
E_HOMO ... -9.00 eV
Maximum force ... 0.285 Eh/bohr